[1]
{
  "formula": "C13H16ClN5OS2",
  "method": "ωB97M-V with the def2-TZVPD basis set",
  "e_homo_ev": -8.15,
  "molar_mass_g_mol": 357.9,
  "spin_multiplicity": 1,
  "smiles": "CC(C)Nc1nnc(S[C@@H](C)C(=O)Nc2ccc(Cl)cn2)s1",
  "species": ["C", "H", "C", "N", "H", "H", "S", "H", "N", "O", "H", "H", "H", "H", "C", "C", "H", "C", "N", "H", "N", "C", "C", "H", "C", "Cl", "S", "H", "C", "H", "N", "C", "H", "C", "C", "H", "C", "H"],
  "positions_angstrom": [[-1.6729, 2.6927, -1.1619], [-0.8230, -4.6565, -0.4112], [4.6402, 4.0724, -1.1922], [-1.4829, -1.1205, -0.1022], [-1.9742, -4.0554, 2.8510], [0.7084, 3.2298, 0.5599], [-1.4116, -1.3744, 2.4561], [-1.5868, 2.8919, -2.2282], [-1.7962, -2.3932, 0.1184], [1.3142, 1.6203, -2.0904], [3.9256, 5.7569, 1.6567], [3.2533, 2.6920, -2.0859], [-0.2260, -5.5994, 0.9629], [-4.4094, -4.6560, 0.6569], [0.7443, 2.0434, -1.1132], [3.8215, 5.0903, 0.8125], [-2.6862, 2.3601, -0.9500], [3.4487, 3.3795, -1.2805], [-2.1443, -3.9247, 1.8680], [-3.6968, -5.8235, -0.4626], [2.6839, 4.4305, 0.7298], [-0.6759, 1.6112, -0.7674], [-3.5129, -4.9115, 0.0976], [-1.2044, -6.3783, -0.2850], [2.4932, 3.5932, -0.2856], [6.3045, 5.8319, 0.0265], [-0.8248, 1.2305, 1.0305], [-0.8947, 0.6739, -1.2829], [-1.0607, -5.4613, 0.2788], [5.4105, 3.9409, -1.9360], [1.2547, 2.9681, -0.2528], [-1.2510, -0.4459, 0.9620], [-2.5715, -5.9222, 1.7478], [4.8329, 4.9444, -0.1267], [-1.8199, -2.7263, 1.3642], [-3.2877, -4.1060, -0.5946], [-2.3354, -5.1147, 1.0461], [-1.4864, 3.6159, -0.6164]],
  "lowdin_charge": [-0.098, 0.069, -0.077, -0.058, 0.127, 0.114, 1.012, 0.091, 0.000, 0.093, 0.109, 0.102, 0.077, 0.078, -0.496, -0.164, 0.080, 0.015, 0.011, 0.077, 0.120, -0.504, -0.066, 0.077, -0.282, 0.667, 0.952, 0.097, -0.062, 0.111, 0.130, -0.959, 0.138, -0.668, -0.637, 0.063, -0.414, 0.075]
}

[2]
{
  "formula": "C13H16F3N3OS",
  "method": "ωB97M-V with the def2-TZVPD basis set",
  "e_homo_ev": -8.44,
  "relative_energy_ev": 0.134,
  "molar_mass_g_mol": 319.4,
  "spin_multiplicity": 1,
  "smiles": "Fc1ccc(NC(=S)NCCN2CCOCC2)c(F)c1F",
  "species": ["O", "C", "C", "F", "C", "H", "S", "H", "C", "H", "C", "C", "C", "C", "N", "C", "C", "N", "F", "C", "F", "H", "C", "H", "H", "H", "H", "H", "H", "N", "H", "H", "C", "H", "H", "H", "H"],
  "positions_angstrom": [[-0.9345, 5.7427, 0.3406], [0.2566, -2.9478, -2.8915], [0.4802, -0.4455, 1.3522], [0.1786, -2.8090, -4.2209], [-1.8164, 4.6678, 0.1264], [1.3725, 2.0056, 3.1637], [0.4907, -1.5673, 2.5620], [-0.8103, 2.9319, 3.8905], [-1.9834, 3.8218, 1.3896], [0.4810, -3.3079, 0.9466], [0.4188, -3.2024, -0.1229], [-0.7548, 2.4023, 2.9275], [0.3749, -1.9259, -0.6808], [0.3830, -4.3257, -0.9260], [-0.6807, 3.3137, 1.7944], [0.2127, 4.4382, 2.0351], [0.3236, 5.2726, 0.7584], [0.4027, -0.7297, 0.0146], [0.2507, -0.5976, -2.6376], [0.2934, -1.8297, -2.0776], [0.2670, -5.3039, -3.0728], [0.4202, 1.5496, 0.8744], [0.4543, 1.4615, 2.9224], [-2.6449, 2.9790, 1.1773], [0.3873, 0.0818, -0.5945], [-0.1643, 5.0766, 2.8525], [-2.4389, 4.4411, 2.1803], [-1.4379, 4.0312, -0.6886], [0.4177, -5.3103, -0.4893], [0.5862, 0.8742, 1.6126], [0.9411, 6.1555, 0.9289], [-1.6601, 1.8006, 2.8162], [0.3021, -4.2069, -2.3009], [0.3212, 0.6613, 3.6531], [-2.7701, 5.1060, -0.1712], [0.7762, 4.6599, -0.0372], [1.2006, 4.0654, 2.3087]],
  "lowdin_charge": [-0.129, -0.140, -0.799, 0.115, -0.197, 0.114, 0.713, 0.128, -0.166, 0.017, -0.040, -0.173, -0.175, 0.004, -0.196, -0.162, -0.196, 0.076, 0.086, -0.132, 0.089, 0.130, -0.207, 0.125, 0.144, 0.133, 0.132, 0.125, 0.124, -0.013, 0.127, 0.125, -0.213, 0.060, 0.127, 0.126, 0.120]
}

[3]
{
  "formula": "C13H16FeIN3S",
  "method": "ωB97M-V with the def2-TZVPD basis set",
  "e_homo_ev": [-7.07, -7.99],
  "molar_mass_g_mol": 429.1,
  "s_squared": 6.1463,
  "spin_multiplicity": 5,
  "species": ["H", "H", "I", "N", "C", "H", "H", "S", "N", "C", "H", "C", "C", "H", "C", "H", "H", "H", "C", "C", "H", "C", "H", "C", "H", "H", "C", "C", "H", "Fe", "H", "N", "C", "H", "C"],
  "positions_angstrom": [[-0.8644, 1.2131, -4.1147], [-1.8784, -3.5509, -1.7953], [-2.4894, -1.5976, 0.4649], [0.0619, 0.1846, 0.6370], [-2.2072, -0.8358, -2.7435], [0.9626, 3.1708, 1.2185], [-0.1687, -3.3889, -2.2958], [0.2035, 3.3165, -3.3097], [-0.3964, 1.1645, -2.0624], [-0.4286, 1.7143, -3.2569], [1.5351, 0.8342, 5.6502], [0.5252, 3.2219, -1.6020], [1.0466, -1.5491, -1.3697], [1.4051, -1.8062, -2.3687], [-0.8614, -3.3533, -1.4607], [-0.5208, -3.2436, -0.4079], [1.6060, 2.6973, 3.9089], [-0.0478, -1.8613, 2.6173], [1.2561, 1.6965, 3.6595], [0.1377, 1.9898, -1.0966], [1.6018, -0.6613, -1.0561], [0.3340, -0.8986, 2.9311], [-1.7674, -1.5594, -3.4428], [0.2768, 1.4549, 0.2350], [1.3850, -2.3492, -0.7094], [-2.0787, 0.2526, -2.7433], [0.8333, 1.3999, 2.3807], [0.7459, -0.6135, 4.2326], [0.7048, -1.3934, 4.9901], [-1.0281, -1.5020, -1.4874], [0.9703, 4.0118, -1.0292], [0.7373, 2.1973, 1.2597], [1.2109, 0.6623, 4.6127], [-3.1998, -1.1481, -2.4259], [0.3972, 0.1300, 1.9797]],
  "lowdin_charge": [0.086, 0.025, 0.478, 0.074, -0.284, 0.154, 0.022, 1.030, -0.009, -0.441, 0.105, -0.319, -0.192, 0.001, -0.232, -0.017, 0.107, 0.080, -0.026, -0.283, -0.004, -0.026, 0.020, -0.257, 0.008, -0.015, -0.199, -0.090, 0.100, 0.213, 0.064, 0.162, -0.084, -0.016, -0.238]
}

[4]
{
  "formula": "C13H16N",
  "method": "ωB97M-V with the def2-TZVPD basis set",
  "e_homo_ev": [-12.94, -12.94],
  "relative_energy_ev": 2.531,
  "molar_mass_g_mol": 186.3,
  "spin_multiplicity": 1,
  "charge": 1,
  "species": ["H", "C", "C", "H", "H", "H", "H", "C", "H", "H", "N", "C", "C", "H", "H", "C", "C", "H", "H", "C", "C", "C", "C", "H", "H", "C", "H", "H", "H", "C"],
  "positions_angstrom": [[-3.3032, -0.0634, -0.3446], [-0.7949, 1.2530, 0.1994], [-1.5555, 0.9073, -1.1089], [-2.1184, 0.6840, 1.5667], [2.4081, -2.0902, -0.3541], [4.0008, 1.7561, 0.1604], [-0.4723, 3.2905, 1.3208], [-1.5449, -1.6134, -0.5146], [-2.0490, 2.6177, 0.8615], [1.0211, -3.1551, 1.0849], [-1.5708, 0.2918, 0.9205], [2.2487, -1.0323, -0.0905], [-2.1591, -0.2544, -0.3171], [-0.9664, 3.2593, -0.2789], [-0.7151, -3.2432, 1.2341], [0.6912, 0.7852, 0.0814], [1.7571, 1.6153, 0.0521], [4.3664, -0.4715, -0.2712], [1.5410, 2.7193, 0.1287], [0.0753, -2.9641, 0.5219], [-1.0729, 2.7149, 0.5896], [3.0685, 1.1682, -0.0904], [-0.1409, -1.6125, 0.0525], [-2.3131, 1.6537, -1.2313], [-2.1965, -2.4404, -0.1317], [0.8697, -0.6414, -0.0570], [-1.3295, -1.9681, -1.5440], [-0.1029, -3.7215, -0.3258], [-0.9571, 0.7467, -2.0887], [3.3149, -0.1913, -0.0259]],
  "lowdin_charge": [0.183, -0.419, -0.037, 0.080, 0.132, 0.150, 0.109, -0.085, 0.058, 0.112, 0.087, 0.007, -0.257, 0.066, 0.118, -0.045, -0.011, 0.140, 0.143, -0.027, 0.014, -0.011, -0.095, 0.107, 0.146, -0.090, 0.159, 0.159, 0.166, -0.061]
}

[5]
{
  "formula": "C13H16N2O6RbS5",
  "method": "ωB97M-V with the def2-TZVPD basis set",
  "e_homo_ev": -4.59,
  "relative_energy_ev": 0.043,
  "molar_mass_g_mol": 542.1,
  "spin_multiplicity": 1,
  "charge": -1,
  "species": ["H", "H", "H", "H", "H", "O", "N", "H", "Rb", "C", "S", "O", "H", "C", "C", "O", "H", "S", "C", "C", "H", "C", "C", "H", "H", "C", "S", "H", "C", "H", "O", "O", "H", "S", "C", "C", "C", "S", "O", "H", "C", "H", "N"],
  "positions_angstrom": [[4.0182, -0.7540, 0.5173], [-2.2081, -4.1658, 1.8380], [3.0908, 0.7637, 2.1304], [1.6610, -0.2790, 2.3041], [-1.5895, -5.7990, 2.1813], [0.2135, 7.3056, -0.1348], [1.8443, 3.5329, -0.8375], [1.3406, -4.4741, -0.2209], [-1.0246, 0.3022, -0.0351], [-0.0412, 3.6243, 0.1188], [-5.9207, -5.2793, 0.1127], [-2.3423, 3.6879, 0.4814], [2.3230, -2.2855, 1.5422], [0.6691, -3.6734, 0.1105], [1.5701, 4.8460, -0.7664], [-1.6726, 6.1978, 0.2360], [2.2362, 5.6023, -1.1391], [-8.4124, -3.6989, -0.2866], [2.1020, 0.5309, 1.7150], [3.0308, -0.8858, 0.0497], [1.4578, 1.4042, 1.7930], [2.4579, -2.2239, 0.4525], [-6.7596, -3.8330, -0.2541], [3.1695, -3.0185, 0.1768], [3.1623, -0.8682, -1.0337], [-4.1520, -3.3676, -0.3740], [-2.7085, -2.4534, -0.6061], [-0.2921, -3.7457, -0.3929], [-4.2903, -4.6808, -0.0567], [-2.0111, 5.2420, 0.2360], [-1.1507, 2.1267, 1.5660], [2.1931, 0.2108, 0.3430], [-3.2501, -5.3769, 2.6348], [-2.9830, -5.7989, 0.2625], [-2.4676, -5.2222, 1.8930], [0.3338, 4.9584, -0.1743], [-1.2861, 3.0995, 0.8041], [-5.6743, -2.5286, -0.5552], [1.2250, -2.4075, -0.1945], [2.6379, 3.0785, -1.2541], [-0.3722, 6.2547, -0.0039], [0.5124, -3.7714, 1.1922], [0.8671, 2.7685, -0.3196]],
  "lowdin_charge": [0.127, 0.013, 0.093, 0.090, 0.026, 0.074, 0.005, 0.091, 0.938, -0.158, 0.874, 0.000, 0.121, -0.112, -0.015, 0.111, 0.131, 0.448, -0.109, -0.201, 0.068, -0.235, -1.536, 0.130, 0.131, -1.196, 0.375, 0.026, -1.040, 0.069, -0.228, -0.241, 0.035, 0.776, -0.409, -0.063, -0.702, 0.890, -0.198, 0.154, -0.512, 0.091, 0.071]
}

[6]
{
  "formula": "C13H16O",
  "method": "ωB97M-V with the def2-TZVPD basis set",
  "e_homo_ev": [-6.78, -7.98],
  "relative_energy_ev": 5.784,
  "molar_mass_g_mol": 188.3,
  "spin_multiplicity": 1,
  "species": ["C", "C", "H", "C", "C", "H", "C", "H", "H", "C", "H", "H", "C", "C", "H", "C", "H", "H", "H", "H", "H", "C", "C", "H", "C", "H", "O", "H", "C", "H"],
  "positions_angstrom": [[-0.7470, -1.8536, -1.3555], [-0.2550, 0.0754, 0.0152], [0.3450, 3.4305, 2.3723], [1.0702, 0.0269, -0.2112], [-2.2451, 1.2631, 2.6408], [2.8501, 1.1396, -0.2471], [1.4908, -1.0418, -0.9759], [-3.2915, 1.0427, 2.8379], [-1.3972, -2.5120, -2.0026], [-1.0636, 0.9288, 3.1828], [2.7249, -3.4843, -1.9342], [2.5989, -2.7621, -3.6574], [2.1764, -3.3425, -2.8655], [-1.1473, 1.9041, 2.0080], [-0.3391, 0.4664, 3.8184], [-2.6143, -0.7082, -0.2140], [-1.1728, 4.1897, 2.2916], [-0.4164, 3.4977, 0.7931], [2.0494, -4.3537, -3.3491], [1.4771, 1.8304, 0.7337], [-2.9995, -1.6650, -0.2336], [-0.6568, 3.3199, 1.8231], [2.0208, 0.9805, 0.4438], [-3.1474, -0.1468, -0.9822], [-1.1898, -0.7986, -0.5458], [-2.7086, -0.1667, 0.6984], [0.9157, -2.8788, -2.5317], [2.5607, -1.1927, -0.9324], [0.6102, -1.8858, -1.5955], [2.5411, 0.3723, 1.3222]],
  "lowdin_charge": [0.025, 0.100, 0.090, -0.329, -0.054, 0.074, -0.010, 0.104, 0.151, 0.055, 0.091, 0.078, -0.106, -0.211, 0.093, -0.048, 0.078, 0.052, 0.104, 0.027, 0.056, -0.099, -0.038, 0.096, -0.277, 0.037, -0.123, 0.118, -0.261, 0.130]
}